(1)
Density functional theory data (ωB97M-V/def2-TZVPD) for an isolated ion of composition C5H15N2O and charge +1.

Last column: natural (NBO) charge in e.
Positions of all 23 atoms, in Å:
N (-1.0792, 1.0131, 1.9783)  -0.89
C (-1.3697, 1.5774, 0.6468)  -0.24
C (-0.0666, 1.8646, -0.1406)  -0.41
C (0.7593, 0.5722, -0.0610)  -0.44
C (0.0841, -0.6228, -0.7595)  -0.07
N (-0.3853, -1.6043, 0.3119)  -0.71
C (1.0729, -1.3979, -1.6718)  -0.07
O (1.5325, -2.4561, -0.8737)  -0.75
H (-0.2604, 1.4487, 2.3844)  0.37
H (-1.8600, 1.1159, 2.6194)  0.39
H (-2.1177, 0.9845, 0.1235)  0.18
H (-1.8640, 2.5395, 0.8388)  0.20
H (0.4550, 2.7103, 0.2992)  0.23
H (-0.2794, 2.1189, -1.1775)  0.23
H (1.8284, 0.7249, -0.2365)  0.24
H (0.8776, 0.2727, 0.9861)  0.21
H (-0.7496, -0.2592, -1.3512)  0.23
H (-0.4164, -1.0776, 1.2037)  0.46
H (-1.3317, -1.9399, 0.1823)  0.44
H (0.3833, -2.2831, 0.3511)  0.47
H (0.5978, -1.7009, -2.6005)  0.19
H (1.8861, -0.6926, -1.8379)  0.20
H (2.3029, -2.9081, -1.2154)  0.52

Results
- DFT total energy: -10449.335 eV
- Relative energy (zero: lowest compared OMol25 entry of this formula, charge and spin): 118.3 kJ/mol
- Kohn-Sham gap: 10.35 eV
- Total charge: +1
- SMILES string: NCCC[C@H]([NH3+])CO
- Lowest unoccupied orbital energy: -0.105 Ha


(2)
Density functional theory data (ωB97M-V/def2-TZVPD) for a 2-piece molecular cluster, C5H15N2O overall.

Last column: natural (NBO) charge in e.
Positions of all 23 atoms, in Å:
C (0.8073, 2.0942, 0.5186)  -0.58
C (-0.4513, 2.1747, 0.0200)  0.01
N (-1.5739, 2.2246, 0.8087)  -0.60
C (-2.8484, 1.6968, 0.3365)  -0.41
H (0.9582, 2.1153, 1.5929)  0.21
H (1.6777, 2.0937, -0.1188)  0.23
H (-0.6342, 2.2440, -1.0470)  0.21
H (-1.4045, 2.0947, 1.7964)  0.38
H (-3.6777, 2.2747, 0.7319)  0.23
H (-2.8966, 1.7153, -0.7527)  0.21
H (-2.9386, 0.6315, 0.5962)  0.16
C (1.3073, -1.8453, -1.1431)  -0.08
O (2.3648, -2.7579, -1.2611)  -0.69
C (0.8419, -1.9857, 0.2941)  -0.22
N (-0.2847, -0.9898, 0.5340)  -0.71
H (0.4652, -2.1242, -1.7924)  0.17
H (1.5808, -0.8094, -1.3812)  0.18
H (2.6243, -2.8044, -2.1875)  0.49
H (0.4045, -2.9602, 0.4884)  0.23
H (1.6512, -1.7513, 0.9810)  0.24
H (-1.0086, -1.1319, -0.1726)  0.43
H (0.0788, -0.0296, 0.3450)  0.46
H (-0.6651, -1.0295, 1.4757)  0.44

Results
- DFT total energy: -10448.480 eV
- Relative energy (zero: lowest compared OMol25 entry of this formula, charge and spin): 200.8 kJ/mol
- Kohn-Sham gap: 8.66 eV
- Total charge: +1
- Lowest unoccupied orbital energy: -0.124 Ha


(3)
Density functional theory data (ωB97M-V/def2-TZVPD) for a 2-piece molecular cluster, C5H15N2O overall.

Last column: natural (NBO) charge in e.
Positions of all 23 atoms, in Å:
C (0.0932, -0.6198, -3.2098)  -0.65
C (0.1659, -0.0593, -1.8147)  0.01
C (-1.1007, 0.5691, -1.2520)  -0.44
C (-0.8069, 1.1143, 0.1624)  -0.25
C (-1.6266, -0.1241, 2.0443)  0.02
N (-0.7856, 0.0195, 1.1293)  -0.49
N (0.6096, -1.2299, -0.7851)  -0.74
H (1.0022, -1.0666, -3.5910)  0.24
H (-0.3047, 0.0698, -3.9675)  0.26
H (-0.7243, -1.3593, -3.1383)  0.22
H (1.0260, 0.6067, -1.7446)  0.21
H (-1.3825, 1.4116, -1.8847)  0.26
H (-1.8944, -0.1758, -1.1011)  0.23
H (0.1091, 1.6964, 0.2042)  0.22
H (-1.6088, 1.7936, 0.5198)  0.21
H (-1.7983, -1.0261, 2.6444)  0.20
H (-2.6025, 0.3801, 2.0524)  0.16
H (0.1304, -1.0684, 0.1319)  0.47
H (1.5850, -0.9592, -0.6694)  0.43
H (0.5757, -2.1554, -1.2043)  0.44
H (2.6904, 0.6420, 4.2254)  0.48
H (1.8468, 0.4676, 2.9537)  0.46
O (2.7502, 0.4793, 3.2959)  -0.94

Results
- DFT total energy: -10448.575 eV
- Relative energy (zero: lowest compared OMol25 entry of this formula, charge and spin): 191.6 kJ/mol
- Kohn-Sham gap: 11.04 eV
- Total charge: +1
- Lowest unoccupied orbital energy: -0.111 Ha


(4)
Density functional theory data (ωB97M-V/def2-TZVPD) for a 3-piece molecular cluster, C5H15N2O overall.

Last column: natural (NBO) charge in e.
Positions of all 23 atoms, in Å:
N (-0.5937, 0.6189, 0.3091)  -0.30
C (0.4590, -0.1227, 1.0378)  -0.13
C (1.9552, 0.4250, 0.6116)  -0.46
C (2.7009, -0.2509, -0.5237)  -0.11
C (1.9091, -1.0190, -1.3064)  -0.30
C (0.0989, 0.0212, 2.5580)  -0.64
N (-3.8876, 1.2753, -0.9677)  -1.10
H (-0.9134, 0.2508, 2.8154)  0.26
H (-0.0730, 0.7017, -0.5644)  0.38
H (-1.1292, -0.2340, -0.3067)  0.39
H (0.5167, -1.1960, 0.6576)  0.33
H (2.6916, 0.3852, 1.5351)  0.31
H (1.8215, 1.5876, 0.3215)  0.26
H (3.6774, 0.0030, -0.8184)  0.25
H (2.2399, -1.3855, -2.2757)  0.23
H (0.8774, -1.2146, -1.1686)  0.20
H (0.1731, -1.1188, 2.9028)  0.25
H (0.7151, 0.7602, 3.1439)  0.26
H (-3.1315, 0.6002, -1.0835)  0.33
H (-3.9276, 2.0947, -1.5727)  0.39
H (-4.8135, 0.8405, -0.9515)  0.38
H (-1.9345, -1.1770, -1.7266)  0.51
O (-1.0199, -1.0599, -1.3201)  -0.69

Results
- DFT total energy: -10440.462 eV
- Relative energy (zero: lowest compared OMol25 entry of this formula, charge and spin): 974.4 kJ/mol
- Kohn-Sham gap: 3.17 eV
- Total charge: +1
- Lowest unoccupied orbital energy: -0.352 Ha